Computed, not measured: 11 unconnected molecules or ions with the total composition C54H61F5O18, with the ωB97M-V functional and the def2-TZVPD basis.

Geometry as XYZ:
```
138
Properties=species:S:1:pos:R:3:forces:R:3
C 3.865 -0.917 1.693 0.11 0.14 -0.79
C 4.802 -2.007 1.222 -0.36 -0.11 0.33
C 6.193 -2.043 1.845 0.37 0.92 -0.39
O 6.272 -3.275 2.567 -0.30 0.02 -0.64
C 5.103 -3.956 2.393 0.38 -0.10 1.12
O 4.852 -5.002 2.910 0.24 -0.01 -0.24
O 4.240 -3.257 1.672 -0.41 -0.06 -0.54
H 2.912 -1.077 1.189 -0.20 -0.10 0.42
H 4.185 0.069 1.352 0.33 -0.07 0.10
H 3.758 -0.917 2.775 -0.07 -0.12 -0.01
H 4.847 -2.071 0.137 0.00 0.24 0.01
H 6.391 -1.198 2.507 -0.26 -0.18 0.31
H 6.923 -1.926 1.041 0.27 -0.66 0.20
C -0.352 5.511 1.442 1.13 0.18 -0.79
C -0.702 6.289 0.178 -0.20 0.07 0.32
C -1.943 5.712 -0.509 0.67 -0.25 0.07
O -2.657 6.865 -0.909 -0.56 -0.43 -0.73
C -2.138 7.971 -0.368 0.46 0.06 0.85
O -2.555 9.066 -0.543 0.02 0.16 0.01
O -1.094 7.643 0.451 -0.59 0.26 -0.13
H -1.222 5.056 1.904 -0.01 0.10 0.15
H 0.244 6.096 2.144 -0.33 0.27 0.06
H 0.349 4.737 1.113 -0.30 -0.34 0.13
H 0.123 6.406 -0.528 0.20 -0.46 0.21
H -2.520 5.082 0.167 -0.29 0.28 0.02
H -1.665 5.095 -1.363 -0.16 0.21 -0.19
C 2.415 1.007 -3.507 -0.12 0.00 0.24
C 3.721 0.232 -3.612 -0.96 1.65 -0.12
C 4.876 1.166 -3.997 1.23 -0.84 -0.56
O 5.772 1.121 -2.868 -0.32 0.48 -0.31
C 5.286 0.299 -1.942 0.15 0.09 0.11
O 5.868 0.037 -0.932 -0.21 -0.17 0.30
O 4.074 -0.167 -2.283 0.19 -0.89 -0.02
H 1.592 0.438 -3.072 0.16 -0.35 -0.17
H 2.097 1.364 -4.488 0.07 0.10 0.04
H 2.571 1.844 -2.822 0.01 0.19 -0.22
H 3.614 -0.569 -4.342 0.20 -0.53 0.61
H 4.632 2.189 -4.272 -0.23 0.05 0.40
H 5.470 0.738 -4.808 -0.24 0.12 -0.18
C -5.082 -1.034 -0.791 -0.09 0.38 0.27
C -6.244 -2.001 -0.936 0.77 0.17 0.25
C -7.602 -1.438 -0.500 0.80 -0.65 0.51
O -8.380 -1.479 -1.677 -0.36 0.70 0.15
C -7.654 -1.935 -2.718 -0.51 -0.83 -0.25
O -8.092 -2.077 -3.815 0.26 0.29 0.08
O -6.439 -2.329 -2.310 0.20 0.09 -0.17
H -4.139 -1.426 -1.170 -0.11 -0.16 -0.14
H -4.935 -0.789 0.266 -0.05 -0.16 0.05
H -5.299 -0.080 -1.278 -0.02 -0.11 -0.20
H -6.025 -2.916 -0.383 0.02 -0.10 -0.23
H -7.475 -0.440 -0.080 -0.37 0.12 -0.28
H -8.006 -2.110 0.258 -0.44 0.23 -0.08
C 4.189 3.064 1.492 0.68 -0.12 0.19
C 3.410 4.327 1.769 0.76 -0.20 0.55
C 4.175 5.457 2.494 -0.04 -1.04 -0.59
O 3.657 6.604 1.840 0.41 0.30 0.09
C 3.193 6.259 0.615 -0.18 0.39 0.34
O 2.864 7.045 -0.207 -0.08 0.05 -0.35
O 3.123 4.924 0.498 -0.44 -0.06 0.10
H 5.021 3.259 0.811 -0.15 0.23 -0.11
H 3.592 2.272 1.041 -0.19 0.07 0.14
H 4.678 2.679 2.391 -0.34 -0.06 0.14
H 2.519 4.139 2.368 -0.41 -0.12 -0.60
H 5.247 5.307 2.325 0.05 0.51 -0.04
H 3.980 5.514 3.561 -0.12 0.04 -0.02
C 1.586 -4.702 0.032 -0.75 -0.25 -0.21
C 2.532 -4.748 -1.156 -0.92 -0.37 0.54
C 2.194 -5.785 -2.245 0.88 0.16 0.31
O 1.848 -4.998 -3.380 -0.55 -0.40 0.00
C 2.042 -3.697 -3.126 0.12 0.03 -0.49
O 1.947 -2.847 -3.958 -0.13 0.26 0.15
O 2.380 -3.492 -1.851 0.70 0.03 0.27
H 1.916 -4.039 0.823 0.30 -0.02 -0.08
H 1.351 -5.674 0.473 0.58 -0.13 0.02
H 0.594 -4.362 -0.284 0.12 0.18 -0.25
H 3.552 -4.930 -0.824 0.17 0.59 -0.04
H 1.439 -6.494 -1.913 -0.39 0.21 -0.41
H 3.094 -6.333 -2.523 -0.07 -0.20 0.05
F -1.657 -6.528 4.302 -0.29 -0.06 0.10
C -0.705 -5.635 3.980 0.32 0.24 0.16
C -0.992 -4.647 3.060 -0.17 -0.38 -0.61
C 0.011 -3.771 2.672 -0.05 -0.15 1.24
C 1.265 -3.885 3.283 0.02 0.13 -1.20
C 1.574 -4.977 4.079 -0.28 0.61 0.76
C 0.547 -5.784 4.547 -0.02 -0.75 -0.77
H -1.943 -4.666 2.542 -0.10 0.12 0.21
H -0.238 -3.008 1.949 0.26 0.14 0.02
H 2.036 -3.186 2.986 0.11 -0.10 0.06
H 2.594 -5.155 4.391 0.00 0.10 0.07
H 0.727 -6.657 5.161 0.05 0.12 0.15
F -1.890 -3.772 -0.806 0.20 0.14 0.11
C -2.193 -3.582 -2.111 -0.29 0.44 -0.68
C -3.323 -4.229 -2.601 0.40 -1.33 0.61
C -3.591 -4.202 -3.939 0.33 1.22 -1.47
C -2.821 -3.383 -4.779 -0.44 -0.22 -0.05
C -1.783 -2.637 -4.272 0.43 -0.01 0.80
C -1.428 -2.749 -2.916 -0.34 -0.26 -0.07
H -3.833 -4.966 -1.990 -0.10 0.37 0.30
H -4.401 -4.708 -4.447 -0.15 -0.34 0.57
H -3.076 -3.363 -5.830 0.11 0.17 -0.01
H -1.184 -1.962 -4.868 -0.06 -0.13 -0.25
H -0.564 -2.209 -2.553 -0.05 -0.05 0.21
F 1.044 -0.775 3.234 0.26 0.19 0.07
C 1.058 0.540 3.534 0.31 0.05 0.20
C 2.178 1.147 4.072 0.79 -0.01 -0.07
C 2.155 2.499 4.379 -0.54 -0.35 -0.12
C 0.991 3.232 4.177 0.32 0.15 -0.09
C -0.135 2.617 3.634 0.39 -0.23 0.83
C -0.087 1.257 3.325 -0.86 0.52 -0.39
H 3.127 0.649 4.218 -0.25 -0.44 0.01
H 3.051 2.939 4.796 -0.06 0.16 0.00
H 1.026 4.287 4.420 -0.39 0.00 0.05
H -1.070 3.159 3.626 -0.03 -0.01 -0.47
H -0.939 0.750 2.888 -0.06 0.00 0.10
F -1.415 2.907 -0.138 -0.15 0.22 -0.03
C -0.972 1.645 -0.148 0.88 -0.99 0.41
C -1.839 0.594 0.057 -0.98 -0.32 0.29
C -1.376 -0.718 0.155 0.93 0.53 -0.53
C -0.017 -0.941 -0.059 0.00 -0.56 -0.40
C 0.860 0.106 -0.303 -0.42 -0.51 0.60
C 0.391 1.398 -0.243 0.33 0.91 0.12
H -2.897 0.774 0.210 0.03 0.24 -0.12
H -2.043 -1.550 0.322 -0.11 0.07 0.07
H 0.404 -1.941 -0.094 -0.23 -0.09 0.14
H 1.909 -0.120 -0.433 0.04 0.22 -0.06
H 1.120 2.195 -0.128 -0.24 0.28 -0.56
F -4.296 3.168 0.690 0.19 -0.25 0.08
C -5.078 2.812 -0.346 -0.26 0.03 -0.76
C -4.596 2.952 -1.649 0.59 0.46 0.63
C -5.445 2.762 -2.712 -0.66 -0.42 0.48
C -6.763 2.325 -2.473 1.03 0.42 -1.36
C -7.201 2.094 -1.197 0.11 -0.01 0.55
C -6.348 2.351 -0.111 -0.53 -0.46 -0.01
H -3.561 3.247 -1.775 -0.07 0.11 -0.07
H -5.120 2.938 -3.727 0.11 -0.06 0.00
H -7.329 2.188 -3.386 -0.56 -0.19 0.41
H -8.198 1.715 -1.017 -0.01 0.04 0.01
H -6.677 2.108 0.892 0.03 0.32 0.09
```
Positions in Å, forces in eV/Å.

Values from the calculation:
orbital gap = 0.34318 Ha
energy = -3948.026805 Ha
SMILES = C[C@H]1COC(=O)O1.C[C@H]1COC(=O)O1.C[C@H]1COC(=O)O1.C[C@H]1COC(=O)O1.C[C@H]1COC(=O)O1.C[C@H]1COC(=O)O1.Fc1ccccc1.Fc1ccccc1.Fc1ccccc1.Fc1ccccc1.Fc1ccccc1

Mulliken atomic charge list, values in e, 8 entries:
1. C -0.528
2. C 0.433
3. C -0.486
4. O -0.377
5. C 0.488
6. O -0.554
7. O -0.209
8. H -0.585